No. 1
The following is a quantum chemistry calculation of C37H46F4N4PdSSi as an isolated structure, from OMol25.

Orbital gap ... 0.2680 Ha
LUMO ... 0.19 eV

Geometry as ORCA input:
```
! wB97M-V def2-TZVPD RIJCOSX def2/J DEFGRID3
* xyz 0 1
Pd 0.942 0.484 -0.218
C 4.058 1.483 -0.882
N 3.465 0.534 0.042
C 4.118 -0.758 -0.048
C 3.425 1.063 1.401
C 2.486 0.325 2.353
N 1.219 -0.068 1.722
C 0.212 -0.548 2.521
C -0.773 -1.377 1.936
F -0.678 -1.709 0.624
C -1.823 -1.925 2.632
F -2.695 -2.696 1.954
C -1.995 -1.726 3.987
C -1.039 -0.947 4.596
F -1.135 -0.690 5.913
C 0.025 -0.384 3.911
F 0.849 0.388 4.657
H 5.120 1.672 -0.657
H 3.516 2.428 -0.829
H 3.980 1.098 -1.900
H 5.201 -0.699 0.152
H 3.981 -1.167 -1.052
H 3.678 -1.444 0.678
H 3.094 2.100 1.319
H 4.432 1.077 1.851
H 2.365 0.984 3.210
H 2.987 -0.577 2.737
H -2.830 -2.139 4.531
C 0.714 -4.600 1.268
C 1.916 -3.744 0.890
C 2.461 -4.045 -0.507
C 1.507 -3.718 -1.648
N 1.253 -2.275 -1.680
C 0.636 -1.509 -2.578
S 0.761 0.224 -2.529
N -0.070 -2.012 -3.598
C -0.651 -3.347 -3.763
C -1.744 -3.690 -2.749
C -3.111 -3.070 -3.040
C -3.191 -1.580 -2.728
H 0.398 -4.396 2.291
H 0.946 -5.666 1.194
H -0.147 -4.397 0.626
H 2.724 -3.906 1.609
H 1.648 -2.687 0.983
H 2.696 -5.110 -0.582
H 3.402 -3.510 -0.670
H 0.577 -4.270 -1.519
H 1.957 -4.023 -2.595
H 1.713 -1.751 -0.947
H -0.480 -1.280 -4.156
H 0.136 -4.095 -3.756
H -1.069 -3.358 -4.771
H -1.421 -3.386 -1.748
H -1.835 -4.780 -2.730
H -3.857 -3.595 -2.439
H -3.377 -3.259 -4.085
H -2.872 -1.402 -1.700
H -4.210 -1.205 -2.835
H -2.555 -0.970 -3.372
C -1.765 4.059 -4.104
C -0.422 3.952 -3.761
C -0.063 3.392 -2.545
C -1.026 2.935 -1.639
C -2.368 3.058 -2.001
C -2.737 3.609 -3.223
Si -0.519 2.178 0.002
C -2.063 1.713 0.959
C -2.855 0.660 0.492
C -4.027 0.290 1.133
C -4.425 0.964 2.279
C -3.655 2.012 2.765
C -2.490 2.386 2.106
C 0.419 3.457 1.015
C 0.757 3.154 2.340
C 1.430 4.063 3.141
C 1.791 5.303 2.627
C 1.462 5.627 1.320
C 0.778 4.714 0.525
H -2.050 4.492 -5.055
H 0.342 4.298 -4.445
H 0.992 3.297 -2.301
H -3.141 2.721 -1.320
H -3.785 3.693 -3.483
H -2.532 0.117 -0.388
H -4.616 -0.535 0.752
H -5.332 0.673 2.795
H -3.962 2.543 3.657
H -1.909 3.213 2.496
H 0.485 2.186 2.749
H 1.677 3.805 4.164
H 2.322 6.015 3.247
H 1.731 6.596 0.917
H 0.516 4.992 -0.489
*
```

The molecule's Löwdin atomic charges, reported in e, are given here:
1. Pd 0.49
2. C -0.11
3. N -0.33
4. C -0.10
5. C -0.20
6. C -0.23
7. N -0.11
8. C -0.20
9. C -0.18
10. F 0.02
11. C -0.24
12. F 0.08
13. C 0.06
14. C -0.22
15. F 0.08
16. C -0.14
17. F 0.06
18. H 0.09
19. H 0.08
20. H 0.08
21. H 0.09
22. H 0.08
23. H 0.07
24. H 0.10
25. H 0.13
26. H 0.09
27. H 0.12
28. H 0.13
29. C -0.09
30. C -0.26
31. C -0.19
32. C -0.17
33. N 0.04
34. C -0.73
35. S 0.67
36. N 0.02
37. C -0.17
38. C -0.20
39. C -0.25
40. C -0.09
41. H 0.08
42. H 0.08
43. H 0.06
44. H 0.11
45. H 0.07
46. H 0.12
47. H 0.10
48. H 0.10
49. H 0.12
50. H 0.07
51. H 0.10
52. H 0.10
53. H 0.13
54. H 0.10
55. H 0.12
56. H 0.11
57. H 0.11
58. H 0.05
59. H 0.08
60. H 0.06
61. C -0.09
62. C -0.09
63. C -0.17
64. C -0.31
65. C -0.08
66. C -0.09
67. Si 0.63
68. C -0.27
69. C -0.13
70. C -0.09
71. C -0.09
72. C -0.08
73. C -0.08
74. C -0.27
75. C -0.13
76. C -0.08
77. C -0.09
78. C -0.09
79. C -0.09
80. H 0.10
81. H 0.10
82. H 0.09
83. H 0.09
84. H 0.10
85. H 0.08
86. H 0.10
87. H 0.10
88. H 0.10
89. H 0.10
90. H 0.08
91. H 0.11
92. H 0.10
93. H 0.10
94. H 0.09

***

No. 2
The following is a quantum chemistry calculation of C5H9AgNaO4 as an isolated structure at a distorted geometry, from OMol25.

Orbital gap (spin up / spin down) ... 0.2337 / 0.2246 Ha
LUMO (spin up / spin down) ... -0.46 / -0.46 eV

Geometry as ORCA input:
```
! wB97M-V def2-TZVPD RIJCOSX def2/J DEFGRID3
* xyz 0 2
O -1.397 0.518 2.797
C -1.687 1.435 1.965
C -1.197 1.630 0.668
O -0.157 0.726 0.340
C -0.066 0.231 -0.971
C 1.122 -0.697 -1.046
O 0.937 -1.748 -0.110
C 1.934 -2.748 -0.173
Na 0.060 -0.938 1.903
H -2.399 2.222 2.302
H 0.062 1.048 -1.705
H -0.980 -0.326 -1.247
H 2.053 -0.153 -0.811
H 1.202 -1.107 -2.066
H 1.712 -3.486 0.607
H 1.922 -3.248 -1.155
H 2.932 -2.318 0.007
Ag -2.902 1.995 -0.733
O -2.093 3.701 -0.740
H -1.059 3.263 0.168
*
```

The molecule's Löwdin atomic charges, reported in e, are given here:
1. O -0.17
2. C -0.40
3. C -0.31
4. O -0.24
5. C -0.22
6. C -0.19
7. O -0.24
8. C -0.08
9. Na 0.67
10. H 0.10
11. H 0.14
12. H 0.12
13. H 0.14
14. H 0.14
15. H 0.09
16. H 0.10
17. H 0.10
18. Ag 0.73
19. O -0.64
20. H 0.17

***

Q: Which energy relative to the best compared isomer or geometry (same formula, charge and spin) values were calculated for the entries above? A: 0.0; 59.7, in kcal/mol.
Q: Which E_tot values were calculated for the entries above? A: -78139.9382; -21930.2679, in eV.